19
Properties=species:S:1:pos:R:3:forces:R:3:lowdin_charge:R:1 method="wB97M-V/def2-TZVPD" lumo_energy_ev=-4.681 homo_energy_ev=-13.43 relative_energy_kj_mol=247.3 charge=+1 largest_force_ev_per_a=6.2 e_tot_ev=-10845.69929
C -2.678844 0.582364 0.102577 2.7 0.0 -3.0 0.027
N -1.449384 -0.230472 -0.041793 0.6 0.6 0.4 0.046
C -0.230494 0.280339 -0.030886 4.2 -4.6 -0.1 -0.122
C 0.310328 1.533676 -0.120633 0.1 1.9 -0.5 0.004
C 1.681575 1.800227 -0.187131 -1.7 -4.1 0.2 0.050
C 2.548588 0.664871 -0.062389 2.4 2.4 0.2 -0.090
N 2.163162 -0.572071 0.093128 0.5 0.8 -0.6 0.082
N 0.921564 -0.806099 -0.015957 -5.5 0.0 1.3 -0.064
C 0.523890 -2.276294 0.117315 2.9 0.3 2.1 0.020
H -2.956701 0.598277 1.061883 -1.2 0.2 3.7 0.061
H -2.552507 1.576419 -0.319547 0.2 0.0 0.1 0.106
H -3.338664 0.068311 -0.500229 -2.0 -0.8 -1.1 0.079
H -1.501292 -1.237081 0.109456 -0.3 0.6 0.0 0.130
H -0.370173 2.365352 -0.266777 0.0 0.0 0.2 0.123
H 1.928216 2.785844 -0.406403 1.1 1.4 -0.1 0.105
H 3.670711 0.789737 -0.036958 -1.5 0.0 0.0 0.142
H 1.533464 -2.875075 0.134178 -2.2 1.2 -0.4 0.149
H -0.071148 -2.576281 1.016648 0.8 0.9 -0.1 0.108
H -0.132288 -2.472037 -0.646478 -0.9 -0.9 -2.5 0.046

---

52
Properties=species:S:1:pos:R:3:forces:R:3:lowdin_charge:R:1 method="wB97M-V/def2-TZVPD" lumo_energy_ev=0.465 homo_energy_ev=-7.85 charge=0 largest_force_ev_per_a=1.4 smiles="Cn1c(=O)[nH]c(=O)c2c1nc(CN1CCN(c3ccccc3F)CC1)n2CC(N)=O" e_tot_ev=-39353.12989
C 1.792407 -3.098009 1.791151 0.3 0.0 0.2 0.004
N 0.543038 -3.238794 1.074914 0.0 -0.1 0.0 0.012
C 0.243436 -4.407328 0.413756 0.0 0.0 0.0 -0.467
O 0.984208 -5.360899 0.379745 0.2 -0.3 0.0 0.085
N -0.990948 -4.435417 -0.223622 -0.2 -0.3 -0.2 0.214
C -1.977463 -3.464943 -0.296797 0.1 0.2 0.2 -0.388
O -3.046562 -3.687445 -0.849670 -0.1 -0.1 -0.3 0.039
C -1.556905 -2.275526 0.364911 0.8 -0.2 0.3 -0.060
C -0.347722 -2.211510 1.050247 -1.3 0.4 -0.6 -0.205
N -0.213027 -1.016103 1.651896 0.5 -0.3 0.3 0.210
C -1.307358 -0.334837 1.348757 -0.2 -0.1 -0.2 -0.239
C -1.520986 1.078178 1.787106 -0.1 0.2 0.0 -0.098
N -0.631355 2.029192 1.141732 -0.1 0.0 0.0 -0.150
C 0.761811 1.864726 1.527714 0.3 0.2 -0.1 -0.168
C 1.582936 3.008505 0.928698 0.1 -0.2 0.4 -0.137
N 1.449072 3.080346 -0.508923 -0.1 0.2 0.2 -0.091
C 2.339509 2.488286 -1.383721 0.4 -0.1 -0.2 -0.166
C 2.344349 2.886196 -2.730852 0.0 -0.1 0.1 -0.024
C 3.239370 2.379800 -3.648704 0.0 0.0 -0.1 -0.096
C 4.195258 1.453471 -3.265477 0.0 0.0 0.0 -0.098
C 4.230580 1.044827 -1.946151 -0.1 0.1 0.0 -0.022
C 3.319727 1.547724 -1.038278 0.0 -0.1 0.0 -0.196
F 3.410765 1.055974 0.229933 -0.1 0.1 -0.1 0.035
C 0.056660 3.220502 -0.868778 -0.3 -0.3 -0.1 -0.138
C -0.761134 2.051771 -0.302606 0.0 0.3 -0.1 -0.163
N -2.145780 -1.040750 0.551642 0.5 -0.1 0.2 0.052
C -3.415068 -0.656220 -0.006661 -0.7 0.2 0.0 -0.026
C -4.559606 -1.070278 0.945319 0.3 0.1 -0.5 -0.526
N -4.959239 -2.333839 0.761101 -0.3 -0.5 0.0 0.192
O -5.010542 -0.307554 1.768412 -0.1 0.4 0.3 0.060
H 2.379807 -3.996872 1.616984 -0.1 0.1 0.0 0.091
H 2.322729 -2.218052 1.428812 0.0 0.0 0.0 0.094
H 1.595972 -2.975826 2.856121 0.0 0.0 0.0 0.099
H -1.201199 -5.317417 -0.678358 0.1 0.2 0.1 0.171
H -2.554107 1.381015 1.604320 0.0 0.0 0.1 0.121
H -1.332696 1.133490 2.862106 -0.1 -0.1 -0.1 0.136
H 1.165046 0.897525 1.197173 0.0 0.2 0.1 0.101
H 0.823076 1.903543 2.616259 0.0 0.0 0.1 0.128
H 1.201019 3.955319 1.327862 0.0 0.0 0.0 0.127
H 2.629364 2.916686 1.210835 -0.1 0.0 0.0 0.122
H 1.636183 3.634259 -3.051586 -0.1 0.1 0.0 0.108
H 3.198162 2.722544 -4.671675 0.0 0.0 -0.1 0.102
H 4.901003 1.057532 -3.977748 0.1 0.0 -0.1 0.100
H 4.951920 0.320885 -1.599596 0.1 -0.1 0.1 0.117
H -0.318686 4.155081 -0.439857 0.0 0.0 -0.1 0.130
H -0.064081 3.250133 -1.950132 0.0 0.1 0.1 0.110
H -0.406933 1.114042 -0.770671 0.0 0.0 0.0 0.135
H -1.814072 2.195295 -0.558938 0.0 0.0 0.0 0.121
H -3.534905 -1.154957 -0.970385 0.1 0.1 0.1 0.135
H -3.445670 0.425934 -0.139845 0.0 -0.2 0.0 0.121
H -5.681443 -2.709494 1.353688 0.0 0.1 0.0 0.120
H -4.499927 -2.940709 0.087835 0.0 0.1 0.0 0.067

---

121
Properties=species:S:1:pos:R:3:forces:R:3:lowdin_charge:R:1 method="wB97M-V/def2-TZVPD" lumo_energy_ev=-1.034 homo_energy_ev=-9.68 relative_energy_kj_mol=481.9 charge=0 largest_force_ev_per_a=13.5 e_tot_ev=-84401.43209
C 3.315705 -1.843205 2.170170 -0.5 -2.5 -6.8 -0.052
C 2.072916 -2.458646 1.383392 -0.5 0.1 0.2 -0.168
C 0.789093 -1.497143 1.391122 1.5 -1.8 -2.8 -0.142
C 0.714766 -0.439810 0.229475 1.9 -5.5 -1.4 -0.102
N -0.275597 0.580722 0.269822 -3.8 0.6 2.3 -0.170
C -0.069862 1.421132 1.556794 -0.6 -3.3 0.7 -0.030
C -1.241452 1.267081 2.502970 1.7 -2.7 -2.1 -0.082
C -2.062448 0.094423 1.946575 6.3 0.1 -1.7 -0.117
C -1.704225 0.019976 0.496287 -2.3 0.3 -0.5 -0.033
C -0.259530 1.366154 -0.904451 1.4 4.3 -5.0 -0.189
C -0.414887 0.700263 -2.291858 0.3 0.0 0.8 -0.227
C -0.671365 1.764415 -3.386868 -3.1 0.9 2.3 -0.070
H 3.166317 -2.014262 3.109776 -0.7 -0.9 5.8 -0.021
H 3.320274 -0.791574 1.987740 0.8 0.6 -0.4 0.040
H 4.134503 -2.552637 1.806257 -0.3 1.8 0.6 0.094
H 1.759841 -3.532628 1.806359 0.7 2.5 -0.8 0.142
H 2.225729 -2.558146 0.304583 0.8 -0.5 0.1 0.087
H 0.876698 -1.112976 2.306210 -0.5 2.0 3.8 0.053
H 0.143323 -2.331885 1.376684 -2.2 0.1 -0.2 0.079
H 0.639810 -1.157233 -0.774398 0.1 2.4 2.3 0.195
H 1.668458 0.064769 0.245188 0.4 0.2 -0.5 0.117
H 0.149023 2.369770 1.321619 0.7 3.4 -1.2 0.087
H 0.764098 0.957780 1.967506 1.6 -0.4 0.9 0.073
H -1.781999 2.103989 2.371335 -2.3 2.9 -0.1 0.062
H -1.031988 1.127551 3.513684 0.8 -0.1 1.6 0.096
H -2.898117 0.459100 2.200504 -7.3 1.8 0.7 0.043
H -1.964237 -0.811058 2.372247 0.9 -2.9 2.1 0.068
H -2.594546 0.523720 0.098137 1.3 1.6 -1.1 0.134
H -1.965430 -0.880432 -0.025129 1.2 -1.2 0.1 0.137
H 0.664116 2.039353 -1.152255 -0.6 -1.6 1.7 0.170
H -0.953003 2.224225 -0.971933 -0.5 -0.9 1.2 0.110
H -1.287469 0.052857 -2.273458 0.3 -0.6 -0.2 0.095
H 0.573347 0.190964 -2.523546 -1.5 0.1 -0.1 0.119
H -0.801560 1.112618 -4.244598 0.0 0.8 -0.7 0.040
H 0.134302 2.452916 -3.312724 1.0 0.6 -0.9 0.038
H -1.697578 2.550298 -3.161097 2.8 -2.8 -0.8 0.158
O -3.072362 -5.166941 0.417505 0.3 -1.1 0.3 0.132
C -2.175280 -5.098831 -0.416794 -7.2 -5.9 7.2 -0.562
O -1.715111 -4.048670 -0.685512 5.2 8.3 -4.9 0.337
B -1.150204 -4.343950 -2.028418 0.2 0.0 -1.3 -0.854
O -1.295502 -5.718757 -2.333736 0.1 -0.6 -0.1 0.308
C -1.778211 -6.222917 -1.222276 -1.8 -4.6 -1.1 -0.379
O -2.130761 -7.371719 -1.044864 1.1 1.3 -0.1 0.171
O 0.267654 -4.064296 -2.094097 -0.6 0.5 0.5 0.315
C 0.311198 -3.100857 -2.942498 13.1 2.2 1.2 -0.342
O 1.450457 -2.458954 -3.108026 -5.2 -2.5 0.3 0.033
C -0.867107 -2.835960 -3.546101 -4.1 11.6 -5.5 -0.404
O -1.795660 -3.535391 -3.156844 -2.6 -3.7 2.5 0.321
O -1.078856 -1.634238 -4.066739 1.3 -5.4 1.4 0.069
O 3.374080 -0.586212 -2.658789 -0.7 -2.2 -4.3 -0.059
H 3.353229 -0.371901 -1.785977 -0.3 0.8 3.7 -0.096
H 2.778563 -1.393435 -2.824886 1.0 1.6 0.5 0.030
O -0.705556 -4.087799 3.216876 0.1 1.1 0.0 -0.040
H -1.273414 -3.337380 3.457007 0.6 0.4 0.5 0.018
H -1.397942 -4.694853 3.036375 -1.0 -1.5 -0.6 0.034
O 0.609720 -0.384807 5.621374 1.1 -3.9 -3.5 -0.021
H 0.401037 0.308370 6.142031 -0.7 3.8 2.3 -0.039
H 1.026576 -0.097816 4.773818 -0.4 0.2 1.2 0.020
O 7.273166 -1.110697 1.594716 -1.2 3.6 -0.9 -0.110
H 6.814787 -0.216838 1.217565 1.6 -3.8 1.3 0.099
H 6.915538 -1.881586 1.146133 -0.3 0.1 -0.2 0.012
O 1.481982 1.217736 -6.524497 -1.7 0.3 3.5 -0.193
H 1.932498 0.333732 -6.280388 -1.5 2.2 0.1 0.079
H 0.857931 1.612856 -5.655653 3.1 -2.3 -3.5 0.129
O -2.907750 -2.532586 4.222730 0.1 -2.0 -3.4 -0.077
H -3.420378 -1.824643 4.564243 -0.8 1.3 0.4 -0.029
H -3.232203 -2.657861 3.254358 0.5 0.3 2.6 0.108
O -1.152088 -0.528350 -6.660429 -0.9 -0.4 0.4 -0.085
H -1.748577 -0.155181 -5.963682 1.1 -0.3 -0.8 -0.002
H -0.661786 0.143793 -7.129894 0.1 0.5 0.2 0.003
O -3.363914 -0.007781 4.943099 2.0 -1.7 0.5 -0.057
H -3.987444 0.701732 4.922398 0.0 0.8 1.1 0.037
H -2.689157 -0.132459 5.694546 -2.0 1.2 -1.5 0.122
O -4.030225 3.607165 -4.594762 0.5 0.3 -4.2 -0.037
H -4.243992 3.417809 -3.743708 -0.8 -0.7 4.0 -0.064
H -3.976890 2.720018 -5.014874 0.4 0.6 0.3 0.006
O -1.279513 4.623785 0.360705 -0.8 1.3 3.8 -0.097
H -0.957094 5.325821 -0.218909 -0.1 0.1 0.0 0.051
H -1.447851 5.080354 1.322764 0.7 -1.5 -3.9 0.146
O 4.111953 -2.052795 5.631290 -0.6 0.9 -0.1 -0.025
H 3.608364 -2.835911 5.788669 -1.1 -0.7 0.2 0.029
H 4.975824 -2.413011 5.615408 1.7 -0.2 -0.1 0.016
O 4.371449 0.379965 -0.146845 0.4 0.6 0.3 -0.028
H 5.223294 0.810431 -0.180866 0.2 1.4 -0.1 0.060
H 4.761304 -0.467644 -0.298848 -0.5 -1.9 -0.1 0.045
O 2.595146 4.253412 -1.985755 0.2 -0.3 -0.1 -0.068
H 2.966712 3.466382 -2.406164 -0.1 0.0 0.1 0.037
H 2.558213 4.875824 -2.719225 -0.1 0.1 0.0 0.034
O -1.622547 3.903357 4.661113 5.7 -4.6 4.6 -0.079
H -0.470824 3.761948 4.771637 -5.4 0.4 -0.3 0.221
H -1.617594 4.505910 4.022364 -0.1 4.3 -4.3 -0.078
O 1.462447 -5.864126 3.528164 -2.9 0.2 -0.5 -0.122
H 0.585511 -5.400561 3.261625 2.4 -0.2 0.6 0.023
H 1.025455 -6.655508 3.892787 0.8 0.0 0.0 0.031
O -3.157681 1.130320 -5.549248 -4.4 -2.1 1.4 -0.078
H -2.848513 1.332342 -6.395577 0.8 0.6 -2.4 0.014
H -4.079475 0.637583 -5.758601 3.3 1.4 0.8 0.169
O 2.357189 1.428193 3.907971 3.4 -1.2 -1.4 -0.170
H 3.134651 0.901066 4.346521 -2.2 1.4 -1.0 0.097
H 2.796626 1.690972 2.972899 -1.4 -0.3 2.9 0.034
O -4.245046 0.812221 -2.440281 -1.3 1.4 -0.1 -0.079
H -5.036009 1.341676 -2.741189 1.1 -1.1 0.3 0.060
H -3.834782 1.460483 -1.838554 0.1 -0.4 -0.2 -0.024
O -2.582715 5.111123 -2.391202 4.3 8.8 -6.4 0.046
H -3.323145 5.628445 -2.697026 -0.2 0.1 -0.2 0.064
H -2.853325 4.500513 -1.903990 -3.8 -8.3 6.1 -0.174
O -3.358233 3.041275 -0.922669 -1.6 1.5 1.3 -0.076
H -4.123153 3.594312 -0.610598 -0.1 -1.3 -0.7 0.111
H -2.755445 3.603182 -0.417656 1.6 -0.4 0.3 0.007
O 1.030977 4.225518 -5.527704 5.9 -3.1 -2.5 -0.063
H 0.224413 4.504512 -5.761167 -5.1 1.9 -1.0 -0.054
H 1.370111 3.860383 -6.480907 -0.8 1.1 3.6 0.132
O -4.183959 3.722643 3.383578 0.7 4.7 -2.0 0.032
H -3.391373 3.695564 3.861813 1.7 -0.3 1.3 -0.040
H -4.597395 2.950851 3.500743 -2.5 -4.5 0.7 -0.038
O 3.242480 2.446259 1.599723 -1.1 1.3 2.2 0.007
H 3.500280 1.713734 1.110086 1.0 -1.8 -2.1 -0.024
H 3.393868 3.279872 1.177937 0.2 0.4 -0.6 0.073
O 5.672698 -4.954966 1.356835 -3.2 -1.2 -1.7 -0.106
H 5.553082 -5.637065 2.018535 0.7 -0.1 0.8 0.017
H 4.808557 -5.240626 0.846364 2.5 1.4 0.9 0.101